1.
Here is the molecule C2H5N2O3P at a distorted geometry from the Open Molecules 2025 dataset. Energies are from ωB97M-V/def2-TZVPD.

Structure (XYZ):
```
13
Properties=species:S:1:pos:R:3:forces:R:3
C 1.043772 2.222376 -1.832836 -0.3 -0.3 0.4
C 0.397156 1.609001 -1.026243 0.0 0.0 -0.1
N -2.744566 -0.440402 -0.181475 0.2 0.1 0.5
N 1.183311 -1.031813 1.693527 -0.5 0.7 1.2
O 2.486276 -1.642525 1.601377 -1.4 0.5 -1.2
O -1.518131 0.029673 -0.772266 -0.2 0.0 -0.4
O 0.728523 -0.424860 0.452509 0.2 -0.2 -0.7
P -0.507240 0.803941 0.269836 1.2 -1.5 0.8
H 1.623475 2.745823 -2.538137 0.2 0.3 -0.3
H -3.460866 0.223318 -0.472648 0.2 -0.2 -0.1
H -2.929035 -1.330018 -0.639911 0.2 0.2 -0.1
H 3.118429 -0.912784 1.640822 -0.3 0.1 0.2
H 0.578896 -1.851727 1.805445 0.5 0.2 -0.3
```
Positions in Å, forces in eV/Å.

The maximum force is 2.1 eV/A. As for the spin multiplicity: 1. The value obtained for the gap between HOMO and LUMO is 10.00 eV. The charge is 0. The energy relative to the best compared isomer or geometry (same formula, charge and spin) is 149.6 kcal/mol. Its structure (SMILES) is C#CP(ON)ONO. Its molar mass is 136.05 g/mol. The LUMO energy comes out at 0.912 eV. For the highest occupied orbital energy, the calculation gives -9.1 eV.



2.
Here is C32H48F3O27V2 as an isolated structure at a distorted geometry from the Open Molecules 2025 dataset. Energies are from ωB97M-V/def2-TZVPD.

Structure (XYZ):
```
112
Properties=species:S:1:pos:R:3:forces:R:3
O 0.873798 1.859577 -6.230606 -2.2 -0.1 2.1
V -0.295352 1.413397 -5.224966 2.0 -2.0 0.3
O -0.263922 -0.152943 -5.344906 -0.4 1.9 0.2
O -2.773492 4.252197 -1.776656 -1.4 0.7 -0.8
V -1.390452 3.496607 -1.685106 0.4 -2.1 -1.4
O -0.871682 3.612587 -0.220906 1.3 0.8 2.2
C -0.147662 0.689457 -1.885006 -2.5 -0.4 -0.9
O -0.704032 1.041177 -0.668896 1.0 0.1 1.2
O -0.826072 1.605067 -2.825696 2.5 0.2 -0.8
C 1.404558 0.538247 -1.849456 -0.9 1.8 -0.4
F 2.001838 0.521037 -3.069106 -0.5 0.0 0.0
F 1.972478 1.520757 -1.155016 0.3 0.6 0.1
F 1.697188 -0.568673 -1.230546 0.3 -1.5 0.4
C -0.631022 0.227647 0.575294 -0.4 -0.1 -0.6
C -0.715642 1.038157 1.812494 0.0 0.7 0.5
H -0.724942 0.368857 2.672764 -0.1 -0.5 -0.1
H 0.160428 1.655007 2.012754 -0.5 0.7 -0.3
H -1.713392 1.475227 1.773014 0.4 1.0 0.5
H 0.254428 -0.396373 0.696444 -0.3 -0.3 -1.0
H -1.605992 -0.256613 0.630254 0.4 -1.1 -0.6
H -0.547372 -0.291283 -2.142876 0.5 -0.4 -0.4
C 5.215618 -1.407553 -0.403196 -0.2 1.3 -0.4
C 6.151488 -2.534893 -0.716986 0.3 -0.4 0.1
C 5.940208 -3.789353 0.134554 -0.4 0.7 -0.8
O 5.546458 -4.705093 -0.879766 -0.1 -2.9 2.1
C 5.739988 -4.344653 -2.148176 -0.8 2.7 2.8
O 5.524458 -4.999733 -3.086186 0.2 -1.0 -1.7
O 5.962818 -3.007573 -2.088056 1.2 1.2 -0.4
H 5.261748 -1.136173 0.651474 -0.4 -0.5 0.2
H 4.212208 -1.540333 -0.807726 -0.2 -0.7 0.6
H 5.428728 -0.434573 -0.845916 0.9 -0.1 -0.5
H 7.192398 -2.332743 -0.464556 0.1 0.9 -1.1
H 5.217878 -3.615063 0.932034 -0.7 -0.5 -0.5
H 6.840728 -4.040433 0.695024 0.2 -0.7 -0.6
C 3.012628 5.788837 0.097344 -0.2 -0.1 -0.7
C 2.935408 4.247567 0.199534 0.9 2.4 -3.0
C 4.303648 3.650147 0.199654 1.0 -0.5 -1.8
O 4.446708 3.040977 1.486264 1.3 -0.3 -1.5
C 3.401418 3.413377 2.195814 -0.1 -0.1 3.0
O 3.324258 3.299897 3.398564 -0.2 -0.2 -1.5
O 2.497628 3.963127 1.414024 -3.0 -0.6 4.1
H 2.921268 6.186977 -0.913226 -0.5 -0.2 -0.1
H 3.996878 6.170137 0.369264 -0.1 -0.2 0.7
H 2.224768 6.166487 0.749084 0.1 0.4 -0.2
H 2.263658 3.791827 -0.527886 0.0 0.2 -0.1
H 5.078658 4.389707 -0.001616 0.1 0.0 0.6
H 4.329518 2.989897 -0.667236 0.5 -0.9 0.6
C 4.509098 -0.549053 -5.189716 -0.3 0.0 -0.4
C 3.934048 -1.864033 -5.887406 1.4 3.1 -0.8
C 3.408878 -2.859173 -4.959136 0.4 -0.7 1.3
O 2.232158 -3.312383 -5.604906 -0.8 -3.1 2.6
C 1.950698 -2.647293 -6.655446 -0.7 1.0 -5.0
O 1.179278 -2.840083 -7.585606 0.1 -0.5 2.6
O 2.828708 -1.669043 -6.808686 1.7 2.3 0.6
H 3.857518 -0.073293 -4.456776 -0.5 -0.4 -0.1
H 4.804638 0.274407 -5.839836 -0.4 -0.3 -0.8
H 5.451788 -0.669993 -4.656026 0.0 -1.0 0.1
H 4.725728 -2.291533 -6.502686 0.1 0.1 0.0
H 3.191818 -2.492053 -3.956036 -0.4 0.1 -0.1
H 4.188038 -3.613103 -4.846936 -0.6 -0.7 0.1
C 0.349158 -3.807643 4.796024 -0.2 -1.0 2.3
C 0.145328 -2.927403 3.679734 -0.7 0.6 -2.1
C 1.306008 -2.838633 2.744504 1.0 0.6 -0.8
O 0.709968 -2.678413 1.392234 1.3 0.0 1.9
C -0.490902 -3.242083 1.477084 -2.4 0.0 -0.7
O -1.195282 -3.464753 0.518734 1.0 0.1 1.5
O -0.880722 -3.423273 2.793524 0.1 -0.1 -1.0
H 0.488228 -4.844893 4.491264 0.2 0.1 0.1
H -0.494342 -3.729643 5.481964 -0.2 -0.4 -0.1
H 1.156118 -3.432953 5.425724 0.5 -0.2 -0.2
H -0.146552 -1.939173 4.035134 -0.1 0.2 -0.2
H 1.956768 -3.712403 2.710764 -0.3 -0.3 0.1
H 1.936628 -2.011263 3.069914 0.0 0.3 -0.8
C -3.647862 4.170377 1.844604 0.5 0.0 0.8
C -4.353122 5.555057 1.845264 0.1 -1.0 -1.8
C -4.557252 6.294477 0.398534 -0.4 -1.2 3.0
O -5.941272 6.683817 0.549744 -0.6 -0.1 -0.2
C -6.590532 5.985977 1.564304 -2.0 1.9 -1.5
O -7.780262 6.064617 1.812354 2.2 -0.1 -0.7
O -5.729942 5.272357 2.196724 1.6 -1.1 1.8
H -2.671962 4.112097 1.362614 -0.3 0.3 -0.9
H -4.300302 3.330877 1.604444 -0.2 0.4 -0.9
H -3.320322 3.821307 2.823874 -0.3 0.7 0.8
H -3.914292 6.237517 2.573114 -0.2 0.0 0.1
H -4.381722 5.560617 -0.388066 -0.2 0.3 -0.2
H -3.940942 7.192207 0.350164 -0.1 -0.2 -0.3
C -3.159852 -2.001683 6.255074 0.4 0.0 1.4
C -4.160322 -1.444623 5.291914 1.6 0.4 0.4
C -3.521712 -0.615633 4.242804 1.7 2.1 -0.3
O -4.061142 -1.099413 3.010914 3.0 5.2 -1.3
C -4.809452 -2.044123 3.308894 -5.6 -5.4 -7.2
O -5.574252 -2.641983 2.515434 1.9 2.0 1.8
O -4.564202 -2.482523 4.439584 -1.5 -3.2 6.7
H -2.682132 -1.220253 6.846054 -0.1 0.4 -0.1
H -2.338762 -2.541973 5.783894 -0.3 -0.1 -0.3
H -3.602032 -2.636663 7.022774 -0.2 -0.2 -0.3
H -4.869212 -0.777843 5.782804 -1.1 -1.0 0.1
H -2.445622 -0.751753 4.350484 0.2 0.0 -0.9
H -3.724572 0.452367 4.322344 -0.1 -0.1 -0.1
C -4.322442 -3.771833 -2.075996 1.2 0.2 -0.1
C -4.261782 -2.292163 -1.526506 0.1 -3.2 -0.9
C -3.153132 -1.343663 -1.958716 0.5 1.0 0.6
O -3.857812 -0.111493 -2.021346 -2.4 0.6 -1.7
C -5.244722 -0.359873 -2.188686 0.9 -0.7 2.4
O -6.105222 0.451827 -2.159796 0.5 0.2 -1.0
O -5.456212 -1.706843 -2.024416 0.3 1.7 -0.4
H -4.115082 -3.956053 -3.130116 0.1 1.0 -0.4
H -5.293052 -4.257973 -1.977656 0.0 0.4 0.8
H -3.537962 -4.376753 -1.621286 -0.2 0.0 0.6
H -4.273182 -2.377923 -0.439946 -0.3 0.3 0.1
H -2.560952 -1.563823 -2.846946 -0.6 -0.2 -0.6
H -2.403022 -1.009333 -1.242016 0.1 -1.3 0.6
```
Positions in Å, forces in eV/Å.

The maximum force is 10.6 eV/A. As for the spin multiplicity: 2. The value obtained for the gap between HOMO and LUMO (alpha / beta) is 3.88 / 5.66 eV. The charge is 0. Its molar mass is 1023.59 g/mol. The LUMO energy (alpha / beta) comes out at -4.055 / -4.062 eV. For the highest occupied orbital energy (alpha / beta), the calculation gives -7.9 / -9.7 eV.



3.
Here is an isolated ion of composition C5H11N2O and charge +1 at a distorted geometry from the Open Molecules 2025 dataset. Energies are from ωB97M-V/def2-TZVPD.

Structure (XYZ):
```
19
Properties=species:S:1:pos:R:3:forces:R:3
C 0.679045 -1.472751 0.773710 -1.4 1.8 -3.2
C 1.019701 0.552769 -0.540207 -3.5 -0.8 1.1
C -0.317997 -0.572725 0.040164 3.0 2.7 -1.2
C -1.026312 -1.317998 -1.166245 2.7 -1.3 1.5
C -1.278864 0.189127 0.940647 -0.7 -1.1 -2.0
N 1.902227 -1.266161 0.544575 0.7 -1.0 1.2
N 0.924152 2.101562 0.164748 -3.2 -1.3 -1.0
O 2.150030 -0.050997 -0.176321 -0.2 0.2 0.0
H 0.169246 -2.382722 0.953975 0.8 -1.3 1.4
H 0.914693 0.888093 -1.546782 0.4 -0.3 -0.9
H -1.368735 -0.585750 -1.898264 -0.7 -0.5 0.2
H -1.705174 -2.089470 -0.667528 0.2 1.4 -1.2
H -0.196906 -1.957294 -1.634719 -1.3 0.9 0.3
H -1.644059 1.095877 0.346795 0.0 -1.2 1.3
H -0.808736 0.382106 1.897759 -0.4 0.3 0.2
H -2.052132 -0.636405 0.984181 0.0 1.7 0.8
H 1.841435 2.453509 0.103860 1.3 1.1 -0.1
H 0.663875 1.922742 1.112677 0.1 0.2 1.0
H 0.134502 2.746492 -0.233030 2.2 -1.4 0.5
```
Positions in Å, forces in eV/Å.

The maximum force is 4.2 eV/A. As for the spin multiplicity: 1. The value obtained for the gap between HOMO and LUMO is 11.17 eV. The charge is +1. The energy relative to the best compared isomer or geometry (same formula, charge and spin) is 117.6 kcal/mol. Its structure (SMILES) is CC1(C)C=NO[C@@H]1[NH3+]. Its molar mass is 115.16 g/mol. The LUMO energy comes out at -3.664 eV. For the highest occupied orbital energy, the calculation gives -14.8 eV.



4.
Here is an isolated ion of composition CH3NO3P and charge -1 at a distorted geometry from the Open Molecules 2025 dataset. Energies are from ωB97M-V/def2-TZVPD.

Structure (XYZ):
```
9
Properties=species:S:1:pos:R:3:forces:R:3
C -0.228599 -0.036468 -0.104353 2.6 2.0 -2.9
N 1.057611 1.019207 -3.151458 -0.7 2.2 -0.5
O 1.036838 -0.169813 -2.669707 1.2 0.0 0.4
O 0.180184 1.794170 -2.769524 1.0 -1.3 -0.2
O 0.198088 -2.267816 -1.665840 0.7 -1.7 0.1
P -0.329718 -0.907839 -1.901539 -2.8 0.7 1.7
H 0.702313 -0.312634 0.380382 0.2 -0.6 0.2
H -1.012787 -0.016845 0.601589 -1.2 -0.2 0.4
H 0.043993 1.027274 -0.450366 -0.9 -1.0 0.8
```
Positions in Å, forces in eV/Å.

The maximum force is 4.3 eV/A. As for the spin multiplicity: 1. The value obtained for the gap between HOMO and LUMO is 7.49 eV. The charge is -1. The energy relative to the best compared isomer or geometry (same formula, charge and spin) is 102.1 kcal/mol. Its structure (SMILES) is CP([O-])ON=O. Its molar mass is 108.01 g/mol. The LUMO energy comes out at 4.522 eV. For the highest occupied orbital energy, the calculation gives -3.0 eV.